Density functional theory data (ωB97M-V/def2-TZVPD) for a cluster of 7 separate species, H16NO6 in total.

```
! wB97M-V def2-TZVPD RIJCOSX def2/J DEFGRID3
* xyz 1 1
N -0.439 -0.518 0.545
H 0.361 -0.397 0.683
H -0.582 -0.066 -0.337
H -1.071 -0.018 1.332
H -0.643 -1.481 0.616
O -2.463 1.906 1.134
H -3.106 1.286 1.124
H -2.424 2.446 0.413
O 1.405 2.349 -1.678
H 1.769 1.607 -1.130
H 0.569 2.079 -2.123
O -1.256 -1.705 3.512
H -0.945 -0.856 3.945
H -0.285 -2.062 3.672
O -0.944 1.090 -2.543
H -1.638 1.506 -2.768
H -1.255 0.295 -2.986
O 2.492 0.220 -0.224
H 3.043 0.212 -1.030
H 2.833 0.991 0.277
O 1.300 -3.094 -0.546
H 2.187 -2.613 -0.423
H 1.091 -3.171 -1.474
*
```

The gap between HOMO and LUMO is 0.3827 hartree. As for the LUMO energy: -0.128 Eh. The calculation puts the electronic energy at -14025.732 eV.

Atomic partial charges in e from the Löwdin method, atoms 1 to 8: 0.3950, -0.0572, 0.1203, 0.2046, 0.1275, 0.0500, -0.0066, 0.0054

Density functional theory data (ωB97M-V/def2-TZVPD) for a structure of composition H16Na5O12S.

```
! wB97M-V def2-TZVPD RIJCOSX def2/J DEFGRID3
* xyz 3 1
Na -0.054 -1.291 3.923
Na -1.670 -3.627 1.586
Na -3.226 -1.070 -0.267
Na 1.771 -2.878 1.651
Na 2.406 1.087 2.227
S -0.308 -0.293 0.942
O -0.795 0.779 0.052
O 0.767 -1.027 0.348
O 0.188 0.275 2.180
O -1.382 -1.244 1.270
O -1.528 -1.526 -1.885
H -1.722 -1.347 -2.805
H -0.876 -0.867 -1.645
O 2.007 -1.206 -1.968
H 2.403 -2.022 -1.662
H 1.629 -0.813 -1.182
O -0.873 2.791 2.565
H -0.307 2.031 2.432
H -0.443 3.498 2.085
O 3.190 0.516 -0.003
H 2.931 -0.218 -0.559
H 3.003 1.294 -0.528
O -0.074 1.166 -2.275
H -0.437 1.030 -1.399
H -0.184 2.103 -2.437
O 0.177 -3.723 0.000
H -0.026 -2.907 -0.457
H 0.417 -4.335 -0.696
O 0.935 2.986 -0.114
H 0.925 3.497 -0.923
H 0.240 2.337 -0.230
O -3.249 1.600 -0.390
H -2.304 1.478 -0.299
H -3.532 1.926 0.464
*
```

The gap between HOMO and LUMO is 0.2345 hartree. As for the LUMO energy: -0.451 Eh. The calculation puts the electronic energy at -57727.853 eV.

Atomic partial charges in e from the Löwdin method, atoms 1 to 8: 0.8457, 0.7891, 0.6993, 0.7946, 0.7544, 0.3214, -0.3273, -0.3418

Density functional theory data (ωB97M-V/def2-TZVPD) for a structure of composition H16NaO8.

```
! wB97M-V def2-TZVPD RIJCOSX def2/J DEFGRID3
* xyz 1 1
Na -0.281 0.199 -0.220
O -0.340 2.449 -0.861
H 0.012 2.525 0.031
H 0.382 2.393 -1.504
O 2.021 -1.074 1.667
H 1.205 -1.523 1.595
H 1.870 -0.335 2.235
O 1.177 -1.235 -1.179
H 1.171 -2.054 -0.734
H 1.528 -1.485 -2.021
O -1.368 -1.598 -1.867
H -1.377 -0.938 -2.525
H -0.397 -1.763 -1.808
O -0.790 -1.706 1.047
H -1.091 -2.248 0.337
H -1.583 -1.414 1.537
O -0.147 1.519 1.784
H 0.656 1.673 2.285
H -0.877 1.915 2.297
O -2.644 0.744 -0.356
H -3.475 1.236 -0.536
H -2.954 -0.119 -0.263
O 2.184 1.230 -0.422
H 2.712 1.150 0.382
H 2.406 0.459 -0.902
*
```

The gap between HOMO and LUMO is 0.4165 hartree. As for the LUMO energy: -0.126 Eh. The calculation puts the electronic energy at -21052.429 eV.

Atomic partial charges in e from the Löwdin method, atoms 1 to 8: 0.3472, -0.0534, 0.0109, 0.0582, -0.0007, -0.0169, 0.0236, -0.0064

Density functional theory data (ωB97M-V/def2-TZVPD) for a structure of composition H16O18S2V.

```
! wB97M-V def2-TZVPD RIJCOSX def2/J DEFGRID3
* xyz -3 1
O -11.725 -10.653 0.269
V -12.560 -9.636 1.169
O -11.458 -8.693 1.932
S -13.294 -12.231 3.406
O -12.773 -10.943 2.798
O -12.966 -13.352 2.487
O -12.540 -12.496 4.651
O -14.720 -12.031 3.619
S -15.188 -11.484 -0.411
O -16.356 -11.786 0.436
O -15.707 -10.911 -1.700
O -14.368 -10.388 0.205
O -14.393 -12.674 -0.672
O -8.005 -7.850 0.578
H -8.588 -8.289 1.217
H -8.001 -6.930 0.850
O -10.795 -5.809 2.355
H -11.739 -5.626 2.393
H -10.474 -5.300 1.604
O -10.505 -13.199 1.297
H -9.806 -13.571 1.840
H -11.328 -13.241 1.860
O -9.974 -12.483 -1.355
H -9.635 -11.587 -1.302
H -10.373 -12.633 -0.464
O -9.480 -8.212 4.271
H -9.689 -7.753 5.089
H -10.136 -7.890 3.625
O -12.800 -9.257 4.973
H -12.850 -9.910 4.224
H -11.952 -9.449 5.380
O -12.160 -7.824 -0.597
H -12.870 -7.937 -1.248
H -11.406 -7.499 -1.097
O -13.974 -7.859 1.547
H -14.098 -7.288 2.309
H -14.464 -7.445 0.828
*
```

The gap between HOMO and LUMO is 0.1223 hartree. As for the LUMO energy: 0.198 Eh. The calculation puts the electronic energy at -84471.718 eV.

Atomic partial charges in e from the Löwdin method, atoms 1 to 8: -0.2840, 0.9345, -0.4292, 0.2756, -0.4599, -0.3852, -0.4248, -0.3605

Density functional theory data (ωB97M-V/def2-TZVPD) for a cluster of 8 separate species, H16O8 in total.

```
! wB97M-V def2-TZVPD RIJCOSX def2/J DEFGRID3
* xyz 0 1
O -0.387 2.302 1.482
H 0.046 3.015 1.952
H -0.094 2.401 0.576
O 2.340 0.850 -2.231
H 1.412 0.763 -2.450
H 2.797 0.398 -2.940
O 1.694 -1.712 2.475
H 0.926 -2.085 2.042
H 1.475 -1.727 3.407
O -0.193 -3.093 0.763
H 0.745 -3.187 0.596
H -0.571 -2.894 -0.093
O -0.601 -0.162 -0.644
H 0.187 -0.163 -0.100
H -1.305 0.088 -0.045
O 1.859 0.526 0.469
H 2.373 0.021 1.099
H 2.363 0.479 -0.344
O -0.363 0.317 -3.081
H -1.055 0.479 -3.723
H -0.803 0.376 -2.233
O -4.148 0.699 0.801
H -3.643 1.299 1.351
H -5.050 1.010 0.872
*
```

The gap between HOMO and LUMO is 0.4288 hartree. The SMILES is O.O.O.O.O.O.O.O. As for the LUMO energy: 0.023 Eh. The calculation puts the electronic energy at -16640.318 eV.

Atomic partial charges in e from the Löwdin method, atoms 1 to 8: -0.0550, 0.0334, 0.0218, -0.0444, -0.0044, 0.0508, -0.0430, -0.0115

Density functional theory data (ωB97M-V/def2-TZVPD) for a cluster of 8 separate species, H16O8 in total.

```
! wB97M-V def2-TZVPD RIJCOSX def2/J DEFGRID3
* xyz 0 1
O -21.723 8.609 -13.641
H -21.332 8.861 -14.477
H -21.801 7.692 -13.698
O -22.363 5.080 -9.848
H -22.339 4.425 -9.170
H -22.475 4.638 -10.686
O -21.251 7.547 -7.785
H -20.754 7.692 -8.557
H -22.144 7.436 -8.029
O -23.648 7.193 -8.903
H -24.459 6.931 -8.381
H -23.289 6.354 -9.123
O -19.763 11.166 -12.225
H -19.582 10.237 -11.977
H -19.682 11.014 -13.130
O -21.972 11.073 -10.379
H -21.288 11.232 -11.010
H -22.027 10.163 -10.558
O -21.977 8.419 -11.011
H -22.531 7.598 -10.905
H -21.976 8.604 -11.951
O -20.156 6.433 -10.546
H -20.899 5.926 -10.280
H -20.472 7.330 -10.584
*
```

The gap between HOMO and LUMO is 0.3526 hartree. The SMILES is O.O.O.O.O.O.O.O. As for the LUMO energy: -0.014 Eh. The calculation puts the electronic energy at -16639.105 eV.

Atomic partial charges in e from the Löwdin method, atoms 1 to 8: 0.0002, 0.0709, 0.0283, -0.0074, 0.0837, 0.0897, -0.0204, -0.0157

Density functional theory data (ωB97M-V/def2-TZVPD) for a cluster of 8 separate species, H16O8 in total.

```
! wB97M-V def2-TZVPD RIJCOSX def2/J DEFGRID3
* xyz 0 1
O 27.449 -7.091 -29.189
H 28.386 -7.345 -29.144
H 26.966 -7.836 -28.814
O 26.718 -4.258 -28.922
H 27.153 -5.105 -29.109
H 25.835 -4.501 -28.626
O 30.256 -7.603 -29.711
H 30.035 -8.413 -30.191
H 30.852 -7.895 -29.017
O 30.117 -2.725 -29.129
H 29.862 -3.490 -28.575
H 29.380 -2.609 -29.736
O 28.520 -3.174 -26.209
H 27.624 -3.188 -26.563
H 29.032 -3.730 -26.827
O 34.162 -4.859 -28.161
H 33.880 -4.195 -28.799
H 33.348 -5.342 -27.922
O 32.128 -6.259 -26.920
H 32.127 -7.170 -27.233
H 32.429 -6.317 -26.002
O 29.668 -5.166 -27.864
H 28.952 -5.812 -27.874
H 30.451 -5.643 -27.525
*
```

The gap between HOMO and LUMO is 0.3458 hartree. The SMILES is O.O.O.O.O.O.O.O. As for the LUMO energy: -0.024 Eh. The calculation puts the electronic energy at -16639.852 eV.

Atomic partial charges in e from the Löwdin method, atoms 1 to 8: -0.0497, 0.0008, 0.0610, -0.0580, -0.0077, 0.0386, -0.0302, 0.0684

Density functional theory data (ωB97M-V/def2-TZVPD) for a cluster of 8 separate species, H16O8 in total.

```
! wB97M-V def2-TZVPD RIJCOSX def2/J DEFGRID3
* xyz 0 1
H -0.411 -0.904 -0.497
H 0.878 -0.142 -0.755
H -4.804 -0.669 1.383
H -3.591 0.247 1.378
H -0.198 2.470 2.556
H 1.033 2.096 3.366
H 2.589 0.009 -1.225
H 2.345 0.184 0.265
H -1.099 3.770 -2.465
H -2.380 3.147 -1.935
H 2.322 0.305 2.242
H 3.111 -0.523 3.244
H -2.993 -3.266 -1.034
H -1.630 -3.576 -0.438
H 3.053 -0.883 -2.497
H 3.102 -2.341 -2.070
O 0.056 -0.410 -1.180
O -3.842 -0.681 1.316
O 0.643 2.005 2.489
O 2.501 0.685 -0.543
O -1.981 3.998 -2.149
O 2.460 -0.602 2.537
O -2.521 -3.300 -0.195
O 2.517 -1.684 -2.464
*
```

The gap between HOMO and LUMO is 0.4009 hartree. The SMILES is O.O.O.O.O.O.O.O. As for the LUMO energy: 0.008 Eh. The calculation puts the electronic energy at -16638.878 eV.

Atomic partial charges in e from the Löwdin method, atoms 1 to 8: 0.0311, -0.0324, 0.0325, 0.0282, 0.0428, 0.0391, -0.0012, 0.0217

> Which formula does entry 1 have?

H16NO6

> electronic energy of number 8 (H16O8)?

-16638.878 eV

> Which formula does entry 4 have?

H16O18S2V

> Number 7 is which compound?

H16O8